(1)
Formula: C36H40ClIN2O5PSSi2Tc
Source: OMol25
Level of theory: the ωB97M-V functional and the def2-TZVPD basis

The calculation puts the total energy at -4038.9601 Eh. Its spin multiplicity is 2. As for the highest occupied orbital energy (alpha / beta): -4.166 / -4.225 eV. As for the charge: -1. As for the molar mass: 960.3 g/mol. Its HOMO-LUMO gap (alpha / beta) is 6.42 / 6.48 eV.

Atoms and positions in Å:
Tc (-1.248, 0.390, -0.283)
C (4.014, -0.400, 3.557)
Si (2.521, -0.927, 2.585)
C (1.469, -2.150, 3.512)
C (2.929, -1.620, 0.909)
C (4.251, -1.931, 0.585)
C (4.580, -2.543, -0.616)
C (3.566, -2.882, -1.494)
C (2.247, -2.582, -1.183)
C (1.883, -1.922, -0.003)
Si (-0.005, -1.454, 0.137)
C (1.087, 0.120, -3.118)
C (-0.686, -3.218, 0.262)
H (4.634, -1.248, 3.853)
H (3.677, 0.113, 4.460)
H (4.627, 0.297, 2.981)
H (2.043, -3.060, 3.703)
H (0.604, -2.436, 2.907)
H (1.111, -1.742, 4.457)
H (5.042, -1.690, 1.289)
H (5.613, -2.763, -0.856)
H (3.798, -3.380, -2.428)
H (1.484, -2.873, -1.897)
H (1.851, -0.409, -3.696)
H (1.460, 0.280, -2.107)
H (0.900, 1.096, -3.568)
H (-0.609, -3.663, -0.738)
H (-1.744, -3.218, 0.529)
H (-0.126, -3.863, 0.943)
Cl (-3.704, 1.216, -6.728)
C (-3.446, 1.310, -4.993)
C (-4.295, 2.113, -4.259)
C (-4.113, 2.163, -2.880)
I (-5.419, 3.273, -1.685)
C (-3.093, 1.471, -2.244)
O (-2.914, 1.460, -0.937)
C (-2.211, 0.689, -3.027)
N (-1.238, 0.016, -2.303)
C (-0.211, -0.687, -3.078)
C (-0.616, -1.034, -4.485)
C (-1.598, -0.405, -5.121)
C (-2.414, 0.573, -4.407)
H (-5.080, 2.673, -4.743)
H (-0.009, -1.628, -2.552)
H (-0.021, -1.789, -4.989)
H (-1.835, -0.633, -6.151)
C (6.297, 3.081, 0.534)
C (4.795, 3.106, 0.428)
C (4.081, 4.269, 0.699)
C (2.698, 4.304, 0.577)
C (2.017, 3.163, 0.188)
C (2.713, 1.992, -0.081)
C (4.092, 1.968, 0.038)
S (0.240, 3.179, -0.006)
O (-0.189, 4.421, 0.595)
O (-0.037, 2.951, -1.398)
N (-0.254, 1.891, 0.822)
C (-0.128, 2.063, 2.255)
C (0.725, 1.036, 2.965)
O (0.639, 0.813, 4.152)
O (1.619, 0.441, 2.179)
H (6.655, 3.811, 1.261)
H (6.756, 3.321, -0.429)
H (6.653, 2.095, 0.831)
H (4.614, 5.159, 1.014)
H (2.136, 5.204, 0.791)
H (2.167, 1.099, -0.348)
H (4.626, 1.046, -0.168)
H (-1.096, 2.056, 2.760)
H (0.311, 3.036, 2.507)
C (-2.203, -0.730, 3.149)
P (-2.689, -0.141, 1.492)
C (-3.862, 1.191, 1.937)
C (-3.847, -1.473, 0.968)
C (-4.571, -1.280, -0.215)
C (-5.443, -2.254, -0.672)
C (-5.601, -3.442, 0.031)
C (-4.893, -3.641, 1.204)
C (-4.028, -2.657, 1.674)
H (-1.587, -1.627, 3.073)
H (-3.084, -0.939, 3.757)
H (-1.607, 0.037, 3.641)
H (-4.608, 0.836, 2.650)
H (-4.345, 1.533, 1.021)
H (-3.319, 2.035, 2.363)
H (-4.442, -0.360, -0.768)
H (-5.996, -2.085, -1.588)
H (-6.272, -4.209, -0.336)
H (-5.008, -4.563, 1.761)
H (-3.483, -2.836, 2.592)

=====

(2)
Formula: C36H40CuF12N2P2
Source: OMol25
Level of theory: the ωB97M-V functional and the def2-TZVPD basis

The calculation puts the total energy at -5027.3946 Eh. Its spin multiplicity is 2. As for the highest occupied orbital energy (alpha / beta): -9.491 / -9.485 eV. As for the molar mass: 854.2 g/mol. Its HOMO-LUMO gap (alpha / beta) is 7.39 / 6.82 eV.

Atoms and positions in Å:
Cu (0.041, 1.560, 0.951)
C (2.612, -2.703, 2.377)
C (2.688, -1.179, 2.534)
C (3.330, -0.826, 3.878)
C (3.437, -0.539, 1.378)
C (4.823, -0.652, 1.327)
C (5.549, -0.112, 0.283)
C (4.890, 0.560, -0.731)
C (3.505, 0.692, -0.746)
C (2.895, 1.447, -1.923)
C (2.155, 0.565, -2.934)
C (2.023, 2.627, -1.507)
C (2.799, 0.124, 0.325)
N (1.353, 0.147, 0.292)
C (0.746, -0.853, -0.204)
C (-0.749, -0.798, -0.333)
N (-1.364, 0.215, 0.117)
C (-2.767, 0.371, -0.183)
C (-3.741, -0.148, 0.677)
C (-5.068, -0.044, 0.265)
C (-5.422, 0.556, -0.929)
C (-4.439, 1.098, -1.736)
C (-3.097, 1.028, -1.383)
C (-2.068, 1.676, -2.304)
C (-2.525, 3.055, -2.785)
C (-1.759, 0.792, -3.520)
C (-3.495, -0.870, 1.998)
C (-3.110, -2.339, 1.792)
C (-2.515, -0.187, 2.944)
C (-1.168, -2.016, -1.040)
C (-2.368, -2.513, -1.474)
C (-2.372, -3.762, -2.137)
C (-1.223, -4.479, -2.360)
C (0.033, -3.981, -1.929)
C (1.303, -4.588, -2.103)
C (2.441, -3.972, -1.645)
C (2.411, -2.721, -0.985)
C (1.195, -2.118, -0.798)
C (0.020, -2.752, -1.272)
H (2.122, -3.137, 3.251)
H (3.614, -3.134, 2.301)
H (2.047, -3.002, 1.491)
H (1.674, -0.792, 2.550)
H (4.280, -1.348, 4.012)
H (2.665, -1.121, 4.690)
H (3.500, 0.245, 3.966)
H (5.336, -1.167, 2.130)
H (6.628, -0.204, 0.264)
H (5.460, 1.000, -1.541)
H (3.756, 1.861, -2.453)
H (1.169, 0.262, -2.573)
H (2.722, -0.333, -3.185)
H (1.993, 1.132, -3.854)
H (1.102, 2.300, -1.024)
H (1.719, 3.205, -2.381)
H (2.536, 3.297, -0.817)
H (-5.839, -0.443, 0.913)
H (-6.465, 0.628, -1.212)
H (-4.717, 1.603, -2.651)
H (-1.143, 1.827, -1.747)
H (-3.339, 2.970, -3.509)
H (-1.697, 3.565, -3.278)
H (-2.852, 3.679, -1.956)
H (-2.666, 0.630, -4.108)
H (-1.363, -0.185, -3.242)
H (-1.025, 1.285, -4.162)
H (-4.467, -0.865, 2.495)
H (-2.093, -2.433, 1.402)
H (-3.790, -2.846, 1.104)
H (-3.142, -2.864, 2.750)
H (-1.500, -0.173, 2.550)
H (-2.476, -0.724, 3.893)
H (-2.807, 0.843, 3.152)
H (-3.292, -1.969, -1.334)
H (-3.318, -4.160, -2.481)
H (-1.271, -5.431, -2.874)
H (1.372, -5.547, -2.602)
H (3.399, -4.454, -1.792)
H (3.333, -2.266, -0.644)
F (-0.846, 2.223, 2.762)
P (0.342, 2.127, 3.944)
F (0.139, 0.516, 3.899)
F (-0.758, 2.254, 5.073)
F (1.550, 1.966, 4.956)
F (0.547, 3.685, 3.840)
F (1.397, 1.934, 2.625)
F (-1.414, 3.001, 0.225)
P (-0.657, 4.534, 0.174)
F (-1.185, 4.798, 1.639)
F (0.650, 3.704, 0.808)
F (0.164, 5.881, 0.144)
F (-0.122, 4.129, -1.292)
F (-1.974, 5.153, -0.467)

=====

(3)
Formula: C36H40N6O3RhS3
Source: OMol25
Level of theory: the ωB97M-V functional and the def2-TZVPD basis

The calculation puts the total energy at -3254.2122 Eh. As for the highest occupied orbital energy: -15.262 eV. As for the charge: +3. As for the molar mass: 803.9 g/mol. Its HOMO-LUMO gap is 4.70 eV.

Atoms and positions in Å:
Rh (0.230, -0.589, 0.107)
O (0.398, -0.509, 2.255)
S (0.235, -0.762, 3.756)
C (1.935, -0.685, 4.462)
C (3.004, -0.803, 3.386)
C (3.238, 0.518, 2.653)
C (4.331, 0.400, 1.602)
S (3.709, -0.259, 0.006)
O (2.408, -1.016, 0.310)
C (3.201, 1.324, -0.663)
C (1.914, 1.798, -0.494)
C (1.556, 3.042, -0.985)
C (2.509, 3.818, -1.632)
C (3.804, 3.341, -1.801)
C (4.155, 2.085, -1.323)
C (-0.016, -2.510, 3.983)
C (0.428, -3.421, 3.039)
C (0.289, -4.775, 3.301)
C (-0.283, -5.199, 4.494)
C (-0.729, -4.274, 5.429)
C (-0.609, -2.916, 5.172)
H (1.994, -1.499, 5.183)
H (2.002, 0.261, 5.000)
H (2.720, -1.577, 2.671)
H (3.937, -1.119, 3.857)
H (3.531, 1.286, 3.372)
H (2.309, 0.846, 2.187)
H (5.126, -0.274, 1.924)
H (4.775, 1.364, 1.359)
H (1.175, 1.206, 0.059)
H (0.546, 3.407, -0.851)
H (2.243, 4.801, -1.994)
H (4.543, 3.945, -2.309)
H (5.162, 1.707, -1.456)
H (0.892, -3.067, 2.129)
H (0.639, -5.500, 2.577)
H (-0.381, -6.257, 4.698)
H (-1.172, -4.605, 6.358)
H (-0.959, -2.184, 5.889)
N (0.223, -0.594, -1.952)
C (0.525, -0.798, -3.056)
N (0.868, -0.995, -4.275)
C (1.538, 0.048, -5.081)
C (0.733, 0.264, -6.358)
O (0.555, -0.952, -7.046)
C (-0.155, -1.911, -6.294)
C (0.585, -2.249, -5.003)
H (2.535, -0.308, -5.345)
H (1.617, 0.970, -4.507)
H (1.281, 0.925, -7.026)
H (-0.237, 0.716, -6.114)
H (-0.228, -2.802, -6.915)
H (-1.164, -1.548, -6.061)
H (1.535, -2.724, -5.252)
H (-0.009, -2.918, -4.382)
N (1.034, -3.577, -0.376)
C (-0.284, -3.530, -0.074)
C (-1.069, -4.696, -0.055)
C (-2.401, -4.616, 0.252)
C (-2.972, -3.369, 0.553)
C (-2.172, -2.269, 0.524)
N (-0.856, -2.345, 0.210)
H (1.481, -4.467, -0.515)
H (1.616, -2.754, -0.307)
H (-0.596, -5.642, -0.282)
H (-3.009, -5.511, 0.262)
H (-4.019, -3.276, 0.801)
H (-2.558, -1.289, 0.757)
S (-5.110, 3.368, 0.905)
C (-3.620, 2.415, 0.663)
C (-3.420, 1.705, -0.521)
C (-2.308, 0.900, -0.638)
N (-1.408, 0.788, 0.353)
C (-1.580, 1.477, 1.488)
C (-2.671, 2.300, 1.678)
C (-4.435, 4.945, 0.364)
C (-3.821, 5.794, 1.269)
C (-3.298, 6.988, 0.780)
N (-3.378, 7.317, -0.503)
C (-3.997, 6.518, -1.360)
C (-4.552, 5.302, -0.969)
H (-4.133, 1.766, -1.331)
H (-2.128, 0.322, -1.534)
H (-0.835, 1.351, 2.258)
H (-2.792, 2.827, 2.614)
H (-3.767, 5.560, 2.324)
H (-2.806, 7.695, 1.436)
H (-4.055, 6.853, -2.389)
H (-5.073, 4.677, -1.681)

=====

Question: The highest molar mass belongs to which entry?
Answer: C36H40ClIN2O5PSSi2Tc

=====

Question: Among the records above, which one has the lowest molar mass?
Answer: C36H40N6O3RhS3